(1)
C28H24F40IO6 | ωB97M-V/def2-TZVPD

Atoms and positions in Å:
F -2.48956 -0.29668 -2.18080
F 1.43995 5.53091 2.38158
F -4.22891 -3.99006 3.86767
F 1.16312 -0.48580 4.28429
O 5.89332 -2.76431 1.51496
H -2.67421 -2.14333 3.77774
H 3.96542 2.02832 3.20606
H 2.91636 2.45201 4.52591
H 3.24640 4.97578 -5.01843
H -5.62790 1.87643 -2.90542
C -6.49230 -3.25255 3.84891
H -1.46742 -1.63171 -5.01899
F -0.20685 3.35477 -8.92560
H 2.57660 4.86679 -7.57003
H -1.00267 -4.48942 -0.10815
F -3.41374 -1.53902 -4.56984
C 4.74089 -5.00071 1.87991
C -3.72106 -0.98025 5.31874
O -4.64782 -1.88829 3.15234
C 0.16217 -3.31300 1.18876
F 5.96286 -5.50227 1.56562
F -1.05595 4.58655 -5.75747
F -4.16397 -3.08258 6.36649
F 6.61097 -0.86992 2.35203
H -2.83359 -3.15907 -0.19918
C 6.37657 -2.17429 2.64955
C -0.06479 0.62432 2.66342
C -5.38497 1.14076 -3.67517
C -3.50593 -1.44424 3.86732
C -1.90634 1.05000 -4.02221
F -1.95692 -2.65814 -3.39005
F -5.22884 -3.64251 1.96860
C -4.21689 1.64134 -4.52880
F 5.20428 -4.80242 4.21532
O 0.71836 -2.32684 1.57508
H 8.46713 -2.59513 2.28761
C 2.22177 5.33336 -4.88002
H -3.19723 -0.56194 3.32475
C 2.92728 2.24205 3.45590
C -3.39954 -1.97465 6.43341
C 4.36644 -5.37105 3.31420
H -1.11787 1.66124 -3.58707
F -4.57487 2.86637 -4.99686
F 0.71661 1.59494 4.70579
C -1.78456 -0.31523 -3.32342
F -0.46841 -0.44526 -2.98480
C 0.08089 3.91709 -7.72982
F -4.01334 0.85803 -5.60657
H -2.34527 -2.26092 6.39662
H -2.00727 4.45739 -7.49724
F 2.71954 7.24401 -6.07599
C 1.79785 5.62043 -7.45488
F -3.64245 -1.38561 7.63732
C 2.58221 3.49360 2.63259
F 1.00722 3.13600 -7.13932
O -3.08011 1.81478 -3.79080
F 1.39510 4.27663 -4.74608
H 0.14735 -0.18051 1.96328
C -5.09503 -3.18008 3.22633
F -6.51395 -2.72200 5.08988
F 2.16854 3.13235 1.40205
F -1.60721 2.67781 -6.67038
O 2.25937 1.03689 3.15584
F 5.48746 -2.19384 3.65804
F -6.87692 -4.55094 3.94820
H -0.16577 -3.17309 -0.87884
H 2.07941 6.44079 -8.11228
F -4.98088 -0.50403 5.47384
F 3.75535 4.17998 2.47351
C -0.75106 -3.44600 0.01542
H -1.67480 0.98678 -5.08288
H 3.88662 -2.99254 2.05091
C 1.03766 0.72939 3.71588
H 3.34066 -5.07253 3.53983
F 4.46640 -6.71497 3.47626
O 0.56054 5.17865 -7.98450
C 4.67984 -3.50922 1.51047
F 0.39550 3.95041 3.46878
C -1.99935 -2.67895 0.29342
F 8.13309 -2.17575 4.21771
F 7.62468 -4.09169 3.29141
H 2.00099 4.89270 4.18545
C -2.12815 -1.55775 -4.14888
F -0.19527 1.78228 1.97651
F 2.16794 6.05322 -3.73670
H -7.20614 -2.71345 3.22348
F 0.60283 6.79563 -5.79280
F -1.24926 0.37228 3.27040
F -6.46497 0.95402 -4.47764
I 0.54527 -5.18108 2.35715
C -1.22370 3.95027 -6.93068
C 1.80311 6.23300 -6.04491
F 3.84677 -5.61736 1.06843
F -5.08845 -0.02843 -3.08855
H -1.93295 -1.66330 -0.08420
F -2.88017 0.07368 5.52589
C 1.60432 4.49690 3.24570
C 7.72363 -2.76886 3.06842
H 4.37895 -3.49735 0.46523

As for the net charge: -1. The value obtained for the total energy is -158510.0858 eV. The value obtained for the energy relative to the best compared isomer or geometry (same formula, charge and spin) is 8.5 kcal/mol. The value obtained for the HOMO energy is -2.5 eV.

***

(2)
C28H24F6IIrOPSe2Si | ωB97M-V/def2-TZVPD

Atoms and positions in Å:
C 3.57263 -0.35563 -0.55826
C 4.07533 -1.61064 -0.21298
C -0.70173 -2.79149 0.58710
C 1.87578 2.48507 -2.90243
C 2.69239 1.35836 -2.86037
H 5.26024 2.53985 -4.73883
C 3.50945 3.66131 -4.21463
C 4.06420 0.76400 0.11125
H -3.19525 4.82578 3.78828
C -0.35892 3.05079 3.27018
H -2.05018 3.49718 2.03611
C 1.73243 4.17881 0.35314
H -2.10103 5.16911 5.97277
F 0.55048 -4.84666 0.89817
C 3.86133 5.18419 0.81338
H -1.75866 -4.40041 1.57790
F -2.46341 -2.72704 -1.01410
H 2.61654 -1.34500 -2.83115
C -1.68285 -3.31700 1.64041
H 0.90571 2.46851 -2.41748
H 3.71827 -2.48811 -0.73576
Se 1.39577 0.33244 2.58867
C -2.23341 4.37412 3.99095
I -1.71418 0.22257 -3.03941
C 1.85241 3.40189 1.50042
H 5.39948 -2.73043 1.04136
Ir -0.01539 -0.22897 -1.11470
C -1.62522 4.55037 5.22376
C 3.90875 1.38972 -3.53938
H 0.05776 4.08051 6.46233
Si 2.25694 -0.22832 -1.90699
C -0.40304 3.94957 5.49237
H 3.70366 1.75270 -0.15238
C 5.50456 -0.62690 1.44478
F -0.45283 -2.71390 -1.81018
H -1.33096 -3.03280 2.62954
C 2.96665 3.53598 2.32008
C 0.66273 -3.51115 0.79763
H 3.83533 4.56137 -4.71807
F -1.29172 -4.53600 -0.98695
H 0.84961 4.08895 -0.26544
C 5.02875 -1.74760 0.78073
O -0.53125 -1.43462 0.61754
Se -0.80471 1.96407 0.20334
H 3.05959 2.92699 3.21023
H 1.62415 4.48821 -3.60985
C 5.02931 0.62964 1.09521
C 4.31504 2.53071 -4.21208
C 0.23148 3.19341 4.52034
C -1.23369 -3.21145 -0.80928
H 4.54156 0.50940 -3.54250
H 4.65342 5.86706 0.53693
C 3.96210 4.43738 1.97909
C 2.74303 5.06132 0.00393
H -2.66132 -2.87469 1.47109
H 1.18165 2.72030 4.73347
H 5.41289 1.50649 1.59852
F 1.52045 -3.26822 -0.21054
H 4.82702 4.55433 2.61859
P 0.54673 2.18753 1.93423
C 2.28009 3.62806 -3.57588
H 2.65690 5.64721 -0.90111
C -1.59691 3.62819 3.01130
H 6.24653 -0.72851 2.22628
F 1.25452 -3.09935 1.92606

Its multiplicity is 2. The value obtained for the total energy is -206577.4804 eV. The value obtained for the energy relative to the best compared isomer or geometry (same formula, charge and spin) is 37.0 kcal/mol. The value obtained for the HOMO energy (alpha / beta) is -7.8 / -7.8 eV.

***

(3)
C28H24I2N3NiO4S | ωB97M-V/def2-TZVPD

Atoms and positions in Å:
C 3.72205 -0.89800 -1.47001
C 3.17200 2.45094 0.15178
H -3.57799 3.18820 1.93842
I 0.08761 -2.94609 3.62189
H 1.27856 -1.98551 -2.54026
O 0.18189 2.32637 1.84150
C -0.51590 -2.02416 -3.76009
H 3.88796 2.15705 -1.83724
I 5.11413 -5.44513 1.59260
H -5.34437 2.03481 3.26107
O 1.93630 1.51133 -1.71886
C -5.32320 -0.52274 4.19247
H -6.06774 0.17326 4.57942
O 0.79315 -0.96323 1.16506
C 3.78080 -2.93807 0.40334
C -4.42794 1.51364 3.00645
C 2.54502 3.81585 -1.85660
H 5.55225 -1.73857 -2.24085
H 5.60191 -3.56536 -0.56964
H -3.16065 2.46286 -0.68772
C -4.25173 0.19857 3.41883
C -1.28762 -0.01042 -2.06519
C 4.80082 -2.83733 -0.56860
C 1.65010 -1.89653 1.27659
C 1.63940 -2.91694 2.23188
C -2.27814 1.49929 1.95053
C -1.74059 -1.45181 -3.94190
O -1.55173 3.57502 0.58890
C 4.77526 -1.82936 -1.49410
C -3.74607 1.22628 -2.34668
H 3.97076 3.15223 0.41251
C -3.06504 -0.45249 3.08484
C 3.68158 -3.92853 1.41345
H -0.16157 -2.82157 -4.39885
H -4.89800 -1.07048 5.03482
C 0.29769 -1.55770 -2.71227
H -2.39810 -1.78214 -4.73819
C -2.07582 0.18540 2.35692
H 2.56226 -4.66059 3.06435
H 1.62513 4.14154 -1.36422
H -1.15192 -0.32121 2.09787
C -2.87315 1.64214 -1.32649
H 3.47422 1.46209 0.51271
Ni 1.09309 0.30431 -0.44789
H 2.26441 2.74268 0.68597
H 2.36025 3.78215 -2.93161
N 2.76828 -0.97705 -0.57602
C -2.17148 -0.41193 -3.08898
H 3.33485 4.54700 -1.65382
H 3.63059 -0.07681 -2.17290
N -0.07378 -0.59986 -1.90280
C 2.77042 -1.95586 0.35268
C -3.42608 0.22537 -3.21999
S -0.99783 2.31005 1.01458
H -5.83994 -1.24741 3.55905
H -4.70128 1.73035 -2.43772
C -1.63582 1.04116 -1.15018
H -4.10372 -0.08472 -4.00557
N -0.69589 1.31383 -0.19361
C 2.91594 2.41965 -1.35659
C 2.63285 -3.90346 2.29490
H -2.91063 -1.47869 3.40039
C -3.44780 2.16635 2.26968

As for the net charge: -1. Its multiplicity is 3. The value obtained for the total energy is -110169.8963 eV. The value obtained for the energy relative to the best compared isomer or geometry (same formula, charge and spin) is 0.0 kcal/mol. The value obtained for the HOMO energy (alpha / beta) is -4.9 / -5.0 eV.